1.
Computed, not measured: the ion C5H13N2 with charge +2 at a distorted geometry, with ωB97M-V/def2-TZVPD.

```
20
Properties=species:S:1:pos:R:3:forces:R:3:mulliken_charge:R:1
C 2.188216 0.815756 0.247107 2.8 -0.7 1.3 -1.346
C 0.967327 -0.041117 -0.150708 -1.9 1.0 -0.1 0.521
C -0.201554 0.321583 0.904905 -0.7 0.0 -1.3 -1.086
C -1.497389 0.236489 0.004272 0.4 1.5 2.0 0.209
C -2.060714 1.258711 -0.633565 1.3 0.0 -1.2 -0.735
N -2.112770 -1.106225 -0.070005 4.4 -1.1 2.6 -0.220
N 1.352677 -1.419679 -0.202923 5.1 0.8 -1.1 -0.367
H 2.317275 1.265243 1.286119 -0.8 -0.9 -1.3 0.372
H 2.465154 1.504925 -0.509009 -1.0 1.5 -1.0 0.393
H 3.133133 0.286211 0.022352 -0.1 -0.6 0.8 0.423
H 0.561230 0.318278 -1.146627 0.8 -0.8 1.0 0.465
H -0.273816 -0.390237 1.779677 0.3 0.9 -0.8 0.402
H 0.062867 1.388771 1.222364 -1.0 -1.6 -0.3 0.447
H -2.957463 1.115691 -1.249747 0.3 0.3 0.3 0.345
H -1.428391 2.177184 -0.824511 -1.3 -0.8 0.8 0.276
H -2.549233 -1.214825 -0.930225 -0.7 -0.9 -2.4 0.343
H -2.764164 -1.388779 0.617452 -1.5 0.3 1.5 0.343
H 1.972778 -1.617234 -1.088333 -2.3 -0.1 1.0 0.403
H 2.110242 -1.701933 0.513585 -2.1 0.1 -0.1 0.399
H -1.285399 -1.808820 0.207811 -2.2 1.3 -1.8 0.413
```
Positions in Å, forces in eV/Å.

Values from the calculation:
2S+1: 2
Expectation value of S²: 0.756
Gap between HOMO and LUMO (spin up / spin down), eV: 11.66 / 6.02
Highest occupied orbital energy (spin up / spin down), eV: -18.97 / -18.89
Relative energy (zero: lowest compared OMol25 entry of this formula, charge and spin), eV: 4.271
Total energy, Ha: -307.0093
Total charge: +2


2.
Computed, not measured: a structure of composition C5H13N2O at a distorted geometry, with ωB97M-V/def2-TZVPD.

```
21
Properties=species:S:1:pos:R:3:forces:R:3:mulliken_charge:R:1
C -0.571187 -0.840589 -0.586224 2.8 -0.4 -0.4 -0.400
N -1.637680 -0.838966 0.313285 -1.6 0.4 0.9 -0.730
C -2.266773 0.330091 0.571240 2.0 -1.9 0.0 -0.092
O -1.980026 1.465910 0.159187 -0.4 0.6 -0.2 -0.694
C 0.881094 -0.665239 0.081754 -2.8 6.3 -2.2 -0.133
C 1.207703 0.870229 -0.029699 -1.8 -0.8 0.0 -0.587
C 2.563201 1.260462 0.476996 0.7 0.0 0.2 -1.272
N 1.907312 -1.247098 -1.098940 -1.3 -1.3 3.6 -0.717
H -0.290958 -1.812869 -1.066670 -1.5 0.2 -0.1 0.437
H -0.613106 -0.061392 -1.369446 -0.1 -0.3 0.1 0.292
H -3.738940 -2.151739 0.235565 0.0 -0.1 0.2 -0.246
H -4.237211 -2.614529 0.558296 0.0 0.1 -0.1 0.224
H -3.012773 0.157455 1.365613 -0.5 0.3 -0.1 0.367
H 0.732070 -0.827016 1.166382 0.9 -1.2 -0.2 0.361
H 0.312614 1.393858 0.373193 0.8 0.0 0.4 0.259
H 1.109641 1.052316 -1.106955 0.3 0.1 0.2 0.323
H 2.659337 2.347796 0.532273 0.0 0.0 0.4 0.386
H 3.325443 0.970060 -0.259451 0.0 -0.1 0.2 0.391
H 2.836752 0.759578 1.440447 -0.3 0.6 -0.6 0.255
H 1.486962 -1.766282 -0.162685 2.4 -2.1 -2.0 0.315
H 2.763098 -0.852143 -0.705953 0.3 -0.3 -0.2 0.263
```
Positions in Å, forces in eV/Å.

Values from the calculation:
2S+1: 1
Gap between HOMO and LUMO, eV: 7.12
Highest occupied orbital energy, eV: -3.38
Relative energy (zero: lowest compared OMol25 entry of this formula, charge and spin), eV: 3.906
Total energy, Ha: -382.9203
Total charge: -1